# C5H3N

A single C5H3N molecule (ωB97M-V with the def2-TZVPD basis set, the OMol25 dataset).

Each line ends with the Mulliken charge.
Element x y z (Å)
C -1.3157 0.5040 0.3706  -0.2062
C 0.5568 -0.3845 -0.1330  0.3521
C -0.7384 -0.7731 0.4093  -0.4732
C 1.1145 -1.1305 -2.6094  -0.1441
C -0.0174 0.8993 0.5731  -0.2964
N 0.7877 -0.7429 -1.5467  -0.0414
H -2.0754 0.8752 1.0197  0.2929
H 1.4598 -0.7728 0.5032  0.2502
H 0.2281 1.5251 1.4133  0.2661

Atomic forces in eV per Å
C 0.14 -0.57 1.33
C 3.70 -0.27 0.62
C -1.85 -0.34 0.68
C -0.42 0.40 1.06
C 0.10 -1.00 -2.86
N 0.09 1.23 0.99
H -1.36 0.30 -0.60
H -1.47 0.37 -1.52
H 1.08 -0.11 0.30

Computed properties:
- HOMO-LUMO gap (spin up / spin down) (eV) = 9.1 / 9.1
- spin multiplicity = 1

# C5H10

A molecular structure, C5H10 (ωB97M-V with the def2-TZVPD basis set, the OMol25 dataset).

Each line ends with the Mulliken charge.
Element x y z (Å)
C -0.0014 -1.1334 -0.5158  -0.3660
C 1.1397 -0.4238 0.0120  -0.4568
C 1.3177 1.0382 -0.2171  -0.9746
C -1.3397 -0.6504 0.1273  -0.0449
C -2.0296 0.4362 -0.1411  -0.6612
H -0.2020 -0.8533 -1.5575  0.3135
H 0.0842 -2.2141 -0.4286  0.2129
H 1.9635 -0.9910 0.4286  0.5056
H -0.5536 -0.7443 1.7479  -0.0190
H 0.2592 -0.5855 1.8688  0.0722
H 2.2684 1.3931 0.1796  0.3177
H 1.2712 1.2888 -1.2817  0.3271
H 0.5036 1.6056 0.2540  0.2607
H -1.7639 1.1605 -0.9125  0.2727
H -2.9172 0.6735 0.4360  0.2402

Atomic forces in eV per Å
C -1.01 0.06 0.25
C 0.51 0.12 -0.07
C -0.17 0.01 0.21
C 0.65 0.21 -0.49
C -0.21 -0.09 0.17
H 0.16 -0.12 -0.07
H 0.00 0.02 -0.09
H -0.05 0.05 -0.02
H 1.08 0.19 0.34
H -1.11 -0.26 -0.15
H -0.07 0.02 -0.01
H 0.06 -0.06 -0.03
H 0.10 0.01 0.01
H 0.00 -0.20 -0.11
H 0.06 0.05 0.07

Computed properties:
- HOMO-LUMO gap (spin up / spin down) (eV) = 7.7 / 8.7
- spin multiplicity = 1

# C15H15N3O7P2Pd

A molecular structure, C15H15N3O7P2Pd (ωB97M-V with the def2-TZVPD basis set, the OMol25 dataset).

Each line ends with the Mulliken charge.
Element x y z (Å)
Pd 8.9983 10.2724 7.2237  0.5720
C 13.3920 10.7806 6.4094  -0.8645
C 12.0474 10.3723 6.3009  -0.0108
N 11.2591 10.2583 7.2922  0.2548
C 11.7188 10.5351 8.5513  0.7767
C 13.0906 10.8452 8.8554  0.3992
C 13.8821 11.0079 7.6882  -0.5012
C 13.4944 10.9559 10.2386  -1.0163
C 12.5348 10.8269 11.2327  -0.8691
C 11.1573 10.5972 10.9378  1.1335
C 10.2300 10.4660 11.9270  -0.7949
C 8.9451 10.1199 11.5980  -0.8889
C 8.6486 9.9315 10.2594  -0.2913
N 9.5103 10.1320 9.2736  -0.1033
C 10.7199 10.4436 9.6042  0.1125
H 13.9182 10.8468 5.4897  0.4282
H 11.6391 10.1161 5.2800  0.3291
H 14.9159 11.3868 7.7326  0.3721
H 14.5140 11.0966 10.4713  0.4835
H 12.8568 10.8862 12.2852  0.3413
H 10.4667 10.5101 12.9489  0.4788
H 8.1721 9.8630 12.2904  0.4602
H 7.6109 9.6531 9.9494  0.3957
O 4.8340 11.1714 8.1150  -0.5459
P 5.7675 11.0505 6.8248  0.7579
O 5.0165 10.7722 5.5890  -0.6975
O 6.9181 10.0942 7.1800  -0.2610
O 6.4995 12.5729 6.6813  -0.3016
P 7.6727 12.9659 7.7367  0.9276
O 7.8176 14.5290 7.4144  -0.5325
O 7.2713 12.6796 9.1228  -0.7179
O 8.9986 12.3340 7.2141  -0.6645
H 5.2371 11.6232 8.8323  0.3632
H 7.3144 15.0593 7.9950  0.3189
C 6.1968 7.8789 5.0215  -0.7518
C 7.3477 6.9367 5.3138  -0.2717
C 8.4915 7.5777 5.8557  0.6026
N 9.4719 8.0328 6.2965  -0.5652
H 5.3378 7.3064 4.9156  0.3717
H 6.3750 8.5269 4.1944  0.3442
H 6.0703 8.4483 5.9529  -0.0897
H 7.5979 6.3254 4.3900  0.2846
H 7.0738 6.2131 6.0844  0.2314

Atomic forces in eV per Å
Pd 0.46 -0.67 -0.45
C -1.16 -0.39 1.62
C 1.11 -0.28 -3.11
N -1.12 0.68 2.35
C 0.55 -0.03 0.19
C -1.76 -0.35 -1.07
C 1.10 0.45 -0.77
C -2.39 -0.32 0.32
C 1.98 0.33 -0.80
C 0.89 0.28 -0.93
C -1.63 -0.65 0.41
C 0.09 -0.47 -0.71
C -2.09 0.01 -0.85
N -2.26 -0.67 0.55
C 3.55 0.48 0.17
H 0.82 0.31 -0.27
H 0.38 0.34 1.22
H -0.46 -0.39 0.40
H 0.93 0.23 0.26
H -0.31 -0.01 -0.60
H 0.63 0.33 1.18
H -0.14 0.23 0.54
H 1.05 0.27 0.22
O -0.80 -0.65 -1.48
P 0.74 0.95 -0.85
O 0.07 0.09 0.74
O -0.29 0.01 0.13
O -0.28 -1.34 0.82
P 0.74 -0.04 -1.55
O 1.13 -1.13 -0.91
O -0.31 -0.18 0.66
O -1.03 1.10 0.44
H 0.99 0.81 1.18
H -0.93 0.87 1.06
C 1.11 0.65 2.05
C -0.58 -1.73 -1.45
C 2.90 1.04 0.61
N -1.80 -0.49 -0.57
H -1.66 -0.96 -0.61
H 0.05 0.48 -0.48
H -0.19 0.22 -0.72
H 0.16 0.72 1.10
H -0.27 -0.11 -0.06

Computed properties:
- HOMO-LUMO gap (spin up / spin down) (eV) = 7.9 / 8.2
- spin multiplicity = 3

# C5H10O

A single C5H10O molecule (ωB97M-V with the def2-TZVPD basis set, the OMol25 dataset).

Each line ends with the Mulliken charge.
Element x y z (Å)
C -1.9499 -0.0773 0.8853  -1.1401
C -0.9600 -0.3750 -0.2414  -0.4900
C 0.3238 0.3898 -0.0664  0.6481
O 0.2138 1.7744 -0.2432  -0.5955
C 1.4797 -0.1775 0.6194  -0.5192
C 1.6153 -0.0649 -0.8927  -0.9489
H -2.8955 -0.6066 0.7218  0.3434
H -2.1554 0.9976 0.9267  0.3071
H -1.5492 -0.3878 1.8570  0.3113
H -1.3986 -0.0831 -1.2036  0.2276
H -0.7200 -1.4429 -0.2836  0.3251
H 0.7409 1.4017 -1.0513  0.3903
H 2.1051 0.5051 1.1825  0.2678
H 1.3695 -1.1791 1.0069  0.2400
H 2.4303 0.6265 -1.1787  0.3611
H 1.5335 -0.9251 -1.5450  0.2719

Atomic forces in eV per Å
C 0.02 0.02 0.03
C 0.05 -0.13 -0.02
C 0.58 -1.52 -0.64
O 0.88 -0.29 -1.30
C 0.31 -0.37 0.51
C -0.02 -0.83 0.40
H 0.18 0.12 0.03
H 0.01 -0.18 0.02
H -0.06 0.05 -0.14
H 0.06 -0.10 0.13
H -0.13 0.05 -0.01
H -1.02 3.58 0.30
H -0.04 -0.15 0.06
H 0.06 -0.03 0.31
H -0.95 -0.02 0.01
H 0.07 -0.19 0.31

Computed properties:
- HOMO-LUMO gap (eV) = 10.5
- spin multiplicity = 1